124
Properties=species:S:1:pos:R:3:forces:R:3 method="wB97M-V/def2-TZVPD" homo_energy_ha=-0.3278 smiles="C[C@@H](I)Cc1c(OC#N)cc(-c2ccccn2)c2nc(P(O)Br)c(O)nc12.O=[N+]([O-])c1ccccc1.O=[N+]([O-])c1ccccc1.O=[N+]([O-])c1ccccc1.O=[N+]([O-])c1ccccc1.O=[N+]([O-])c1ccccc1.O=[N+]([O-])c1ccccc1" lumo_energy_ev=-0.88 gap_ha=0.295
C 5.73150 2.72512 -4.60799 0.04 0.02 0.02
H -1.20894 0.04226 7.71916 -0.06 -0.14 -0.02
C 4.47323 -0.69405 1.87139 0.01 0.00 -0.15
C -6.35050 -5.41559 -4.57691 0.00 0.14 -0.04
C 6.62541 3.77263 -4.42510 -0.07 -0.13 0.00
C -5.16974 -5.61990 -3.88193 -0.07 -0.24 0.02
C -2.70075 7.04670 0.22644 -0.12 -0.02 0.06
H -0.50429 -2.82702 -2.90398 -0.02 0.08 0.09
H 5.31216 0.65497 -4.22113 0.03 -0.03 0.05
C -3.65056 5.96778 2.60884 -0.15 -0.06 0.20
C 4.89833 -0.53148 0.55867 -0.06 0.01 0.06
H -5.08833 -2.71192 3.94713 -0.16 -0.41 0.12
C 7.38733 -6.12017 -6.13453 0.06 -0.08 0.24
C -4.53880 6.46561 1.66962 0.09 0.05 -0.12
H -2.33420 7.46479 -0.70107 0.02 0.00 0.01
N -6.11527 4.08915 4.46056 0.00 -0.12 0.41
C 8.71319 -6.32690 -6.47792 0.01 0.03 -0.14
Br -8.96374 -0.70586 5.73921 0.32 0.25 -0.11
C -1.49184 3.76283 8.19723 0.50 -0.93 -0.73
H -3.54413 4.33080 6.57487 0.31 0.00 0.05
N -1.58698 4.24748 9.22637 -0.26 0.84 0.98
C 8.23123 -5.69266 -8.75070 0.06 -0.05 0.12
I 1.35576 1.36152 7.93153 0.00 -0.10 -0.25
C 2.69803 -2.83790 -3.92246 -0.29 -0.09 0.03
H -3.88934 -2.48145 -4.07959 0.09 -0.09 0.06
O -0.16520 5.53207 3.06922 -0.01 0.00 0.00
C -4.57776 -3.30161 -4.22069 0.05 0.24 -0.05
C -4.68608 2.71158 5.88278 -0.31 0.18 -0.31
C 8.06521 2.30858 -3.21160 -0.20 0.03 -0.13
C -3.54484 3.27001 6.36253 -0.33 -0.19 -0.03
H 2.83057 -0.53700 3.23648 -0.12 0.03 -0.04
H -0.54641 -4.81785 -4.37248 0.00 -0.02 0.03
C 1.52470 -4.66398 -4.89722 -0.17 0.04 0.09
N -3.60602 -0.79990 5.59094 -0.47 0.11 -0.13
C -5.90659 3.54010 5.66064 -0.34 0.17 -0.20
C -2.42036 2.45508 6.59957 -0.30 0.23 -0.06
C -7.24802 4.77441 4.33988 -0.28 0.51 -0.87
C -5.86673 -0.47759 4.89940 -1.34 0.30 -0.45
N 9.32258 2.08043 -2.48275 0.07 -0.01 0.06
H 0.50136 2.67879 5.40787 -0.48 0.18 -0.10
C 0.36963 -4.25899 -4.24011 0.08 0.03 0.00
H 3.60400 -4.27456 -5.25946 -0.63 0.43 0.44
O 4.91703 -2.43131 -4.39072 0.02 0.04 0.02
H 8.56207 -5.52635 -9.76654 -0.02 0.01 -0.01
H -8.39303 -0.83783 2.43200 0.03 0.09 -0.16
H -7.44396 5.20645 3.36057 0.18 -0.05 -0.01
H 5.16344 -1.04519 2.62632 -0.02 0.01 0.02
C 1.55811 -2.42371 -3.25062 -0.07 0.11 0.10
C 9.13433 -6.11622 -7.78428 -0.01 0.00 0.00
C 6.49979 -5.70738 -7.11164 0.24 -0.02 -0.04
N 3.93705 -2.07051 -3.77183 0.04 -0.03 -0.02
O -2.29376 -3.82103 -2.85364 -0.50 -0.20 0.06
O -7.68480 -0.40006 2.91985 0.09 0.24 0.49
C -8.20463 4.98497 5.31546 0.00 -0.32 0.56
C 0.38369 -3.14051 -3.41370 0.52 0.02 -0.22
C 3.16176 -0.41043 2.21619 0.06 -0.06 0.23
C 6.90327 -5.48611 -8.41599 -0.04 0.06 -0.25
H 7.05821 -6.28290 -5.11890 -0.13 0.04 -0.04
H -0.74371 6.58713 0.96644 0.02 -0.07 0.12
C -1.80550 6.55287 1.16096 0.18 0.06 -0.17
H -4.76324 7.38252 -0.25568 0.01 0.01 0.00
H 8.49663 4.38041 -3.57719 0.09 -0.10 0.07
N 0.89410 0.31050 1.59039 -0.06 -0.01 0.01
H -4.93909 -6.59513 -3.47924 0.13 0.06 0.04
H -4.02139 5.54638 3.53228 0.09 -0.08 -0.01
N -3.03465 -4.77685 -2.99854 0.02 0.02 0.08
N 5.09006 -5.50921 -6.75687 0.01 -0.03 0.06
C 7.80075 3.56716 -3.72068 0.04 0.24 -0.06
C -4.29765 -4.55911 -3.71733 -0.20 0.05 -0.13
H 1.08691 1.39708 4.42748 0.03 0.05 -0.13
H -9.09508 5.55743 5.10159 0.01 0.04 -0.08
C 4.01441 -0.07904 -0.41272 0.11 0.12 0.49
H 10.16982 -6.28337 -8.05043 0.00 0.01 0.00
C -4.06589 7.00101 0.47903 0.00 -0.01 0.01
H -1.35811 -0.78297 6.20431 -0.36 0.12 -0.23
H -5.98987 -2.13017 -5.32144 0.02 0.01 0.01
O 4.32109 -5.17441 -7.63429 -0.02 0.00 0.00
O 0.56723 0.16840 2.75398 -0.02 -0.30 -0.42
C -2.39520 1.11511 6.36105 0.09 -0.37 -0.30
H 4.34851 0.05198 -1.42177 0.07 0.12 -0.05
N -5.91754 0.81046 5.12790 1.18 -0.82 0.18
C -1.22305 0.20203 6.63737 0.69 0.60 0.75
O 4.76387 -5.69115 -5.59618 0.47 -0.51 -0.30
H -7.56322 -4.00698 -5.64585 0.00 0.00 0.01
C 0.19529 0.69165 6.22239 -0.57 -0.17 -0.53
C -6.81762 3.68953 6.69394 0.09 -0.50 1.13
H 6.19917 -5.15919 -9.16681 -0.10 -0.01 0.10
C 0.24921 1.68352 5.04922 0.91 0.24 0.78
C 2.29156 0.03062 1.23477 0.22 -0.06 -0.05
C -6.64340 -4.16166 -5.09715 0.01 0.00 0.01
C 2.70098 -3.95134 -4.74108 0.35 0.07 -0.33
O 0.14259 0.66815 0.70523 0.01 0.00 0.01
H 2.01241 0.55510 -0.82972 -0.09 0.01 0.10
P -7.38983 -1.31021 4.24908 -0.07 -0.90 -0.12
N -1.35018 5.46890 3.32276 0.03 -0.02 0.02
C 6.00877 1.47011 -4.08217 -0.06 0.12 -0.09
O -4.75827 -2.62484 4.85047 0.24 0.48 -0.20
C 7.18318 1.25691 -3.37928 -0.07 -0.24 0.04
O -1.81691 4.98041 4.33275 0.02 -0.04 0.10
C 2.70140 0.20501 -0.07482 -0.03 0.03 -0.22
H 7.39979 0.27956 -2.97323 0.11 0.04 0.03
H -8.69716 4.51179 7.37048 0.03 -0.03 0.08
H -5.60167 6.43162 1.86575 0.01 -0.02 0.03
O 3.92144 -1.10028 -3.02898 -0.07 -0.21 -0.44
H 1.57486 -1.55465 -2.60895 0.12 0.01 -0.03
C -5.75942 -3.10600 -4.91682 -0.07 -0.12 0.00
H -6.60052 3.20239 7.63855 0.03 0.01 -0.03
H 0.73315 -0.19480 5.90037 0.08 -0.07 0.28
C -2.29491 6.01596 2.33794 -0.19 0.09 -0.19
H 5.92209 -0.75993 0.29087 0.00 0.02 0.00
H -7.04145 -6.23552 -4.71611 0.02 -0.01 0.01
H 6.40750 4.74989 -4.83386 0.02 0.01 0.02
O -2.79668 -5.89566 -2.59635 0.01 0.00 -0.01
O -1.27530 3.09676 7.10885 -0.19 -0.04 -0.09
H 9.41826 -6.65490 -5.72677 -0.02 0.01 0.02
C -4.74395 1.31818 5.59487 -0.17 1.14 0.23
C -4.70976 -1.28599 5.11290 0.32 0.15 0.24
H 1.50976 -5.53700 -5.53627 0.05 0.01 -0.01
H 4.81628 2.88720 -5.16264 0.00 0.00 0.01
H -0.64633 1.68365 4.43501 -0.10 0.01 0.09
O 9.54201 0.95775 -2.07389 -0.02 0.01 0.00
C -7.98915 4.40751 6.56210 0.24 0.24 -0.84
C -3.60353 0.54215 5.84173 0.46 -0.58 -0.01
O 10.06877 3.02727 -2.33493 -0.01 0.00 -0.01

***

107
Properties=species:S:1:pos:R:3:forces:R:3 method="wB97M-V/def2-TZVPD" s_squared=0.77 spin_multiplicity=2 total_charge=+2 homo_energy_ha="-0.4628 / -0.4631" lumo_energy_ev="-6.21 / -5.85" gap_ha="0.234 / 0.248"
N 1.80724 -0.42738 0.01881 -0.33 -0.58 -0.08
H -0.46208 4.49219 3.28627 -0.01 -0.01 -0.01
C 7.18318 -2.08952 -1.37786 0.00 -0.03 0.01
H 0.43660 3.05169 5.40976 0.00 0.00 0.01
H 4.25412 -5.59005 1.03434 -0.01 0.00 0.01
C 2.66006 -2.75675 0.07696 0.02 -0.10 -0.04
C -1.53306 -0.60563 -4.92981 -0.04 0.03 -0.02
H -2.20005 -4.00926 5.15855 0.03 0.00 0.03
H -1.49901 0.29508 -5.52432 -0.02 -0.01 -0.02
H -3.14424 4.03366 -7.61722 -0.01 0.00 0.00
H 0.68301 -2.72383 -0.78159 0.12 -0.09 -0.08
C 5.43336 -0.98708 -0.14694 0.01 0.08 -0.03
H -0.68788 4.13115 -7.37015 -0.01 0.01 0.00
C -1.57150 -2.96929 -3.45627 -0.01 0.00 -0.04
H 1.01364 4.42325 -2.29476 0.01 -0.01 -0.01
H -2.28847 -3.89746 -5.25305 0.02 0.00 -0.02
H -3.41768 2.03158 3.84845 -0.01 0.00 0.01
H 5.41101 1.62500 -0.72895 -0.01 -0.01 0.00
H 0.32967 -5.13368 -0.60750 -0.01 0.01 -0.01
C -0.83203 1.94725 -3.28853 0.10 -0.04 -0.13
N -0.18383 2.66050 2.34215 0.02 0.05 0.00
C -1.29381 3.67913 -6.59672 0.01 0.00 0.01
C 0.24203 1.86301 -1.37018 0.14 0.07 -0.18
C 1.46499 -3.33588 -0.34004 -0.05 -0.02 -0.09
C 3.65823 -3.58854 0.58275 0.00 0.01 0.14
H -0.63023 4.02080 7.41424 0.00 0.01 0.00
C -0.02679 4.11361 2.36719 0.01 0.03 -0.01
H -3.51850 -4.01103 0.28054 0.03 0.01 -0.01
C 1.26320 -4.70494 -0.26809 0.07 -0.02 0.05
H 1.02728 4.38057 2.33348 0.01 -0.01 0.01
H 0.39160 3.16885 -5.36922 0.00 0.01 -0.01
H -5.34183 0.52362 0.07826 -0.01 0.00 -0.01
C -0.80764 1.89586 3.30122 0.12 -0.03 0.13
C -1.92989 -1.79614 -5.51895 0.01 -0.01 0.02
C -0.03874 4.14986 -2.32933 0.02 0.03 0.01
C -1.96662 -2.97625 -4.78679 -0.01 0.00 0.03
C 6.35877 -0.61387 0.82446 0.00 -0.06 0.07
C -1.16966 -0.58107 -3.58269 0.00 0.07 -0.06
C -2.84718 2.49823 -4.61732 0.00 0.04 0.03
H 7.50303 -2.66894 -2.23331 0.00 0.01 0.00
C 2.85632 -1.30364 -0.00668 -0.03 -0.06 0.21
C -5.86360 -1.55750 0.19946 0.06 0.05 0.00
O -1.86283 -2.23585 0.12560 0.67 -0.17 -0.01
N 3.64812 0.74991 -0.04360 -0.04 -0.05 0.03
C -2.62449 3.57392 6.75986 0.01 0.01 -0.01
H -6.93021 -1.38220 0.22027 0.00 -0.01 0.00
C -4.99309 -0.49811 0.11946 -0.08 -0.06 0.00
H -0.45300 -1.82886 1.93613 0.19 -0.34 0.01
C 7.69214 -0.96989 0.68909 -0.01 -0.01 0.00
H -0.55756 4.57767 -1.47378 -0.01 -0.01 0.01
H 4.57894 -3.16252 0.95826 0.01 -0.02 -0.06
H -1.19744 -3.97462 2.88500 0.02 0.00 -0.01
C -0.71850 0.58898 2.87773 -0.04 0.00 -0.05
C -1.46248 2.55020 -4.47675 -0.01 0.00 0.01
Ru -0.39185 -0.72869 0.01163 -0.70 2.29 -0.09
C -1.88249 -3.07479 4.71606 -0.03 0.01 -0.03
N -0.09012 0.58995 1.64324 -0.55 -0.29 -0.35
C 8.10586 -1.70132 -0.41563 -0.01 0.02 0.01
C -1.62166 -0.68047 4.86298 -0.08 0.04 -0.01
C -0.74304 0.63597 -2.88254 0.02 -0.04 0.04
C 4.56581 1.88432 -0.09748 -0.01 0.04 -0.01
C -1.11884 -0.64648 3.56059 -0.01 0.05 0.03
C -3.44992 3.03485 -5.74405 0.00 0.00 0.00
C -2.67382 3.62167 -6.73467 0.01 0.00 0.00
C -1.16937 -1.77604 -2.88901 0.04 -0.05 0.01
H -6.01238 -3.71994 0.31658 0.00 0.00 0.01
C 0.22620 1.84769 1.35726 0.23 0.02 0.18
H -2.20539 -1.80378 -6.56482 -0.01 0.01 0.00
H -2.37799 -1.90252 6.44183 -0.03 0.01 -0.01
C -5.36016 -2.86198 0.25605 0.00 -0.01 -0.01
C -0.68746 3.14655 -5.46894 0.01 -0.05 -0.01
C -3.61385 -0.72840 0.09123 0.00 0.34 -0.01
P 1.31730 2.33620 0.00039 0.10 0.00 0.04
C 2.27206 -5.52421 0.21848 -0.02 0.04 -0.01
H -1.56802 -3.88132 -2.87389 0.02 0.00 0.00
N -3.17455 -1.98986 0.15173 -0.10 -0.15 0.05
H -4.48706 3.00698 5.85774 0.00 0.00 0.00
N -0.18669 2.69583 -2.33132 0.02 0.05 -0.01
H 2.12910 -6.59539 0.26289 0.00 0.00 0.01
N -0.08304 0.61082 -1.66327 -0.43 -0.17 0.42
C -3.41013 3.01897 5.75802 0.00 -0.01 0.00
C -0.64326 3.05632 5.50231 0.00 -0.06 0.02
H 9.14765 -1.97052 -0.52538 0.00 -0.02 0.01
H 5.12607 -2.03901 -1.99150 0.01 0.02 -0.02
S -2.43969 0.52446 -0.01525 0.27 -0.46 -0.04
H -3.08914 3.99066 7.64323 -0.01 0.00 0.00
H -0.54603 4.55995 1.52151 -0.01 -0.01 -0.01
H -4.52550 2.99521 -5.85093 0.00 -0.01 0.00
C -1.24268 3.59413 6.63155 0.01 0.00 0.00
H -3.44374 2.02866 -3.84440 -0.01 0.00 -0.01
C -1.33681 -3.05686 3.44087 0.01 -0.02 0.06
H 8.40529 -0.68184 1.44949 0.01 0.00 0.00
C -0.94530 -1.84818 2.89729 0.07 -0.06 0.00
H 4.05248 2.74400 -0.51948 -0.01 -0.01 -0.01
C 3.46638 -4.95930 0.64496 -0.02 -0.01 0.00
C 2.29673 0.80416 -0.00426 0.16 0.05 -0.02
C -1.99896 -1.88760 5.42892 0.03 -0.01 -0.01
H 6.03105 -0.07272 1.70475 0.01 0.04 -0.03
H -0.47981 4.54300 -3.23962 -0.01 -0.02 0.01
H -1.71479 0.22648 5.44048 -0.03 -0.02 0.01
C -4.00882 -3.05097 0.23420 -0.02 -0.10 0.03
H -0.82180 -1.75641 -1.86807 -0.01 -0.34 0.08
C 5.85022 -1.73472 -1.24560 -0.01 0.00 -0.03
C -1.42736 2.49134 4.49965 -0.01 0.00 -0.01
C 4.02357 -0.57347 -0.04161 0.09 0.07 -0.10
H 4.92742 2.13561 0.89766 0.00 -0.02 0.00
C -2.81429 2.47725 4.63026 0.00 0.04 -0.03

***

Ordered relative energy (zero: lowest compared OMol25 entry of this formula, charge and spin) results: 0.0, 0.0; unit kcal per mole.
Ordered strongest force on any atom results: 1.5, 2.4; unit eV Å⁻¹.